Record 1
{"formula": "C44H42ClF6N5NaO4PS3", "method": "ωB97M-V/def2-TZVPD", "multiplicity": 1, "de_lowest_ev": 0.202, "charge": -2, "e_homo_ha": -0.0344, "e_lumo_ev": 3.55, "fmax_ev_per_a": 1.073, "species": ["Na", "C", "C", "N", "C", "C", "S", "C", "C", "N", "H", "H", "H", "H", "H", "H", "H", "H", "H", "H", "H", "H", "H", "H", "C", "C", "C", "C", "C", "C", "P", "C", "C", "C", "C", "C", "C", "C", "C", "C", "C", "C", "C", "C", "C", "C", "C", "H", "H", "H", "H", "H", "H", "H", "H", "H", "H", "H", "H", "H", "H", "H", "H", "Cl", "C", "C", "C", "C", "C", "C", "C", "H", "H", "H", "H", "H", "H", "F", "C", "F", "F", "S", "O", "O", "N", "S", "O", "O", "C", "F", "F", "F", "N", "C", "N", "C", "C", "C", "C", "C", "C", "H", "H", "H", "H", "H", "H"], "positions_angstrom": [[-0.082, 0.887, -0.532], [3.357, 1.750, -0.572], [3.156, 0.382, 0.097], [2.169, -0.455, -0.554], [2.604, -1.189, -1.707], [2.875, -0.378, -2.990], [1.600, 0.784, -3.574], [2.383, 2.413, -3.388], [2.046, 3.174, -2.099], [2.071, 2.315, -0.940], [3.979, 1.675, -1.467], [3.915, 2.394, 0.124], [2.778, 0.542, 1.109], [4.139, -0.112, 0.195], [1.740, -1.055, 0.161], [1.852, -1.951, -1.922], [3.550, -1.735, -1.519], [3.029, -1.100, -3.796], [3.808, 0.184, -2.909], [2.042, 3.004, -4.240], [3.461, 2.284, -3.515], [1.042, 3.594, -2.190], [2.747, 4.028, -2.033], [1.668, 2.773, -0.125], [-2.122, -6.682, -0.942], [-0.848, -6.594, -0.390], [-0.356, -5.365, 0.029], [-1.127, -4.204, -0.063], [-2.404, -4.310, -0.619], [-2.896, -5.535, -1.057], [-0.337, -2.569, 0.356], [-1.458, -1.423, -0.456], [-2.521, -0.757, 0.147], [-3.356, 0.118, -0.557], [-2.883, 0.580, -1.815], [-1.868, -0.069, -2.455], [-1.565, -1.470, -1.981], [-0.757, -2.430, 2.148], [-1.933, -2.950, 2.635], [-2.252, -2.881, 4.007], [-1.371, -2.311, 4.882], [-0.135, -1.789, 4.427], [0.805, -1.257, 5.350], [2.013, -0.806, 4.889], [2.295, -0.812, 3.500], [1.432, -1.275, 2.517], [0.198, -1.818, 3.035], [-2.501, -7.636, -1.290], [-0.233, -7.482, -0.300], [0.652, -5.291, 0.428], [-3.003, -3.409, -0.719], [-3.883, -5.589, -1.501], [-2.663, -0.859, 1.220], [-4.119, 0.676, -0.029], [-3.282, 1.503, -2.224], [-1.445, 0.304, -3.385], [-2.455, -2.102, -2.219], [-2.641, -3.410, 1.958], [-3.196, -3.283, 4.359], [-1.596, -2.259, 5.944], [0.561, -1.257, 6.408], [2.753, -0.426, 5.591], [3.262, -0.389, 3.214], [-2.369, -5.558, -7.295], [-1.785, -4.560, -5.974], [-1.743, -3.185, -6.131], [-1.274, -2.403, -5.084], [-0.847, -2.974, -3.886], [-0.385, -2.119, -2.737], [-0.908, -4.361, -3.763], [-1.375, -5.161, -4.799], [-2.073, -2.735, -7.059], [-1.243, -1.324, -5.194], [0.208, -2.740, -2.062], [0.282, -1.336, -3.105], [-0.602, -4.825, -2.830], [-1.427, -6.236, -4.689], [-3.224, 4.584, 2.655], [-2.879, 3.396, 2.154], [-2.223, 2.723, 3.098], [-3.981, 2.730, 1.849], [-1.756, 3.616, 0.708], [-1.196, 2.303, 0.513], [-0.848, 4.665, 1.075], [-2.851, 4.020, -0.343], [-2.507, 4.557, -1.779], [-3.676, 4.448, -2.598], [-1.225, 4.157, -2.288], [-2.325, 6.386, -1.548], [-3.268, 6.873, -0.739], [-2.450, 6.995, -2.736], [-1.137, 6.708, -1.049], [0.966, 2.299, 4.161], [0.886, 2.017, 2.828], [1.700, 2.723, 2.097], [2.384, 3.522, 3.002], [3.373, 4.476, 2.783], [3.915, 5.120, 3.882], [3.483, 4.827, 5.184], [2.493, 3.889, 5.420], [1.951, 3.250, 4.311], [0.559, 1.719, 4.876], [0.212, 1.246, 2.479], [3.699, 4.699, 1.774], [4.686, 5.867, 3.739], [3.932, 5.348, 6.021], [2.157, 3.667, 6.426]], "atomic_forces_ev_per_a": [[0.53, -0.68, -0.64], [-0.15, -0.15, 0.03], [-0.01, 0.04, 0.05], [-0.03, 0.27, 0.03], [0.11, -0.16, -0.06], [0.16, -0.01, 0.10], [-0.04, 0.09, -0.04], [0.03, 0.03, -0.01], [-0.02, -0.09, -0.09], [-0.21, 0.41, 0.26], [-0.04, -0.09, 0.00], [-0.02, 0.02, 0.02], [0.08, 0.01, -0.04], [-0.01, -0.05, -0.03], [0.28, -0.10, 0.02], [0.32, 0.20, 0.11], [0.02, 0.01, 0.03], [-0.02, 0.00, -0.02], [-0.08, -0.02, 0.02], [0.00, -0.01, -0.01], [-0.01, -0.04, 0.02], [0.06, -0.06, 0.04], [0.02, -0.01, -0.01], [0.10, 0.06, -0.01], [-0.03, 0.05, 0.00], [0.04, 0.07, 0.01], [-0.01, -0.07, -0.01], [-0.11, 0.02, 0.03], [-0.03, 0.03, 0.04], [0.05, 0.03, 0.03], [0.00, -0.09, 0.01], [-0.03, -0.03, 0.01], [-0.04, -0.01, 0.00], [0.08, -0.04, 0.08], [0.14, -0.08, -0.09], [-0.23, -0.07, -0.05], [-0.07, -0.10, -0.11], [0.00, -0.01, 0.06], [0.11, 0.05, 0.04], [0.04, 0.02, -0.01], [-0.01, 0.00, -0.02], [0.05, 0.00, -0.07], [0.00, -0.01, -0.08], [-0.05, -0.02, -0.02], [-0.01, 0.05, -0.04], [-0.18, 0.02, 0.01], [0.00, 0.00, 0.02], [-0.01, -0.01, 0.00], [0.00, 0.00, 0.00], [-0.01, 0.00, 0.01], [0.01, -0.10, 0.07], [-0.01, -0.01, 0.00], [-0.01, 0.02, -0.02], [0.00, -0.01, -0.01], [0.03, 0.08, 0.02], [0.01, -0.01, 0.10], [0.02, 0.06, 0.02], [-0.03, -0.03, -0.05], [0.01, 0.00, 0.00], [-0.02, -0.01, -0.01], [0.01, 0.01, 0.02], [-0.01, 0.00, 0.00], [-0.02, -0.01, -0.02], [0.01, 0.01, 0.02], [0.00, 0.01, 0.00], [0.01, 0.00, 0.01], [0.02, 0.03, -0.01], [-0.03, 0.04, -0.03], [-0.15, -0.03, -0.07], [-0.01, -0.04, -0.01], [0.02, 0.04, 0.03], [0.01, 0.00, 0.02], [0.00, -0.05, 0.00], [-0.17, -0.06, -0.06], [-0.15, -0.06, -0.01], [0.00, 0.01, -0.04], [0.01, 0.02, 0.00], [-0.09, 0.14, 0.05], [0.09, 0.07, -0.14], [0.12, -0.08, 0.20], [-0.15, -0.12, -0.02], [0.08, 0.10, -0.08], [-0.30, 0.56, 0.30], [-0.01, 0.00, 0.08], [0.13, 0.03, -0.05], [-0.27, -0.08, 0.18], [0.08, 0.05, -0.11], [0.02, -0.05, -0.05], [-0.02, -0.13, -0.03], [-0.10, 0.06, 0.05], [0.01, 0.08, -0.10], [0.11, 0.05, 0.08], [-0.01, -0.03, 0.02], [0.05, -0.14, 0.09], [-0.07, 0.16, 0.08], [-0.03, -0.05, -0.02], [0.00, 0.00, -0.02], [-0.01, -0.01, -0.02], [0.01, 0.01, -0.02], [-0.03, -0.01, 0.00], [-0.02, -0.05, -0.03], [0.03, -0.02, -0.01], [0.08, 0.10, -0.07], [0.00, 0.00, 0.03], [-0.01, -0.01, 0.00], [0.00, 0.00, 0.00], [0.00, 0.00, -0.02]]}


Record 2
{"formula": "C44H43AsBrClCrN3O4Sb", "method": "ωB97M-V/def2-TZVPD", "multiplicity": 2, "charge": 1, "e_homo_ha": [-0.4039, -0.4039], "e_lumo_ev": [-4.29, -3.75], "fmax_ev_per_a": 2.584, "species": ["Cr", "O", "C", "O", "C", "C", "Cl", "N", "N", "C", "C", "O", "O", "C", "C", "C", "C", "C", "C", "H", "H", "H", "H", "H", "H", "C", "C", "Sb", "C", "C", "C", "C", "H", "H", "H", "H", "H", "H", "H", "H", "H", "H", "H", "H", "H", "H", "H", "C", "C", "C", "C", "C", "C", "As", "C", "C", "C", "C", "C", "C", "C", "C", "C", "C", "C", "C", "H", "H", "H", "H", "H", "H", "H", "H", "H", "H", "H", "H", "H", "C", "C", "C", "N", "H", "H", "H", "H", "H", "Br", "C", "C", "C", "C", "C", "C", "H", "H", "H", "H"], "positions_angstrom": [[0.018, 0.638, -0.372], [-2.526, 5.869, -0.010], [-1.228, 6.005, -0.151], [-0.688, 7.065, -0.318], [-0.391, 4.761, -0.076], [1.003, 4.775, -0.020], [2.074, 6.076, -0.018], [1.433, 3.492, 0.020], [0.393, 2.649, -0.021], [-0.717, 3.394, -0.075], [-2.030, 2.666, -0.108], [-3.080, 3.275, 0.058], [-1.909, 1.412, -0.268], [2.781, 3.072, 0.130], [3.341, 2.292, -0.872], [4.674, 1.934, -0.778], [5.434, 2.370, 0.294], [4.865, 3.145, 1.294], [3.527, 3.489, 1.222], [-2.855, 4.930, 0.076], [2.739, 1.997, -1.720], [5.131, 1.323, -1.541], [6.481, 2.116, 0.345], [5.455, 3.496, 2.127], [3.060, 4.080, 1.993], [-3.422, 1.034, 2.624], [-2.499, -0.147, 2.900], [-0.442, 0.195, 2.239], [0.087, 1.926, 3.470], [-0.069, 1.750, 4.968], [0.590, -1.417, 3.309], [-0.231, -2.096, 4.385], [-4.423, 0.810, 2.992], [-3.506, 1.236, 1.557], [-3.073, 1.937, 3.130], [-2.856, -1.040, 2.379], [-2.446, -0.355, 3.973], [-0.536, 2.752, 3.115], [1.128, 2.166, 3.233], [-1.091, 1.494, 5.233], [0.182, 2.683, 5.472], [0.593, 0.973, 5.340], [1.476, -0.956, 3.743], [0.911, -2.148, 2.567], [-0.572, -1.382, 5.130], [0.382, -2.840, 4.892], [-1.098, -2.604, 3.968], [-1.627, -2.693, -5.343], [-2.187, -1.537, -4.816], [-1.944, -1.196, -3.497], [-1.150, -2.016, -2.699], [-0.572, -3.162, -3.236], [-0.813, -3.494, -4.560], [-0.942, -1.501, -0.836], [-2.741, -1.900, -0.268], [-3.874, -1.139, -0.494], [-5.100, -1.594, -0.032], [-5.186, -2.802, 0.642], [-4.053, -3.565, 0.878], [-2.815, -3.122, 0.426], [-1.529, -3.809, 0.601], [-1.326, -5.010, 1.272], [-0.051, -5.541, 1.365], [1.035, -4.878, 0.818], [0.851, -3.674, 0.155], [-0.424, -3.148, 0.031], [-1.831, -2.966, -6.367], [-2.817, -0.913, -5.434], [-2.378, -0.296, -3.063], [0.056, -3.786, -2.606], [-0.370, -4.384, -4.983], [-3.793, -0.191, -1.011], [-5.989, -1.007, -0.198], [-6.147, -3.154, 0.986], [-4.139, -4.500, 1.411], [-2.159, -5.532, 1.719], [0.100, -6.476, 1.880], [2.025, -5.298, 0.901], [1.695, -3.142, -0.266], [1.375, 2.781, -4.966], [0.298, 1.711, -4.752], [0.188, 1.355, -3.373], [0.178, 1.070, -2.253], [1.486, 2.974, -6.028], [2.333, 2.449, -4.576], [1.104, 3.710, -4.474], [0.547, 0.803, -5.309], [-0.670, 2.072, -5.108], [6.088, -2.369, -0.523], [4.361, -1.554, -0.430], [3.529, -1.602, -1.537], [2.283, -1.005, -1.466], [1.838, -0.289, -0.344], [2.718, -0.275, 0.744], [3.952, -0.902, 0.724], [3.846, -2.104, -2.440], [1.627, -1.097, -2.335], [2.447, 0.277, 1.645], [4.595, -0.874, 1.590]], "atomic_forces_ev_per_a": [[0.10, 0.22, 1.23], [-0.59, 0.00, 0.01], [0.37, -0.22, 0.05], [-0.20, 0.05, -0.01], [0.31, 0.08, 0.01], [-0.67, -0.04, -0.01], [0.08, -0.05, -0.02], [-0.34, 0.42, -0.05], [-0.52, 0.30, 0.20], [0.47, 0.27, 0.07], [0.08, 0.93, 0.30], [0.05, -0.05, -0.17], [0.74, -1.24, -0.38], [0.65, -0.38, -0.03], [-0.04, 0.35, -0.08], [0.02, 0.07, -0.01], [0.06, 0.05, 0.06], [-0.02, -0.02, 0.03], [-0.18, -0.16, -0.10], [0.39, 0.12, -0.05], [0.00, -0.03, -0.02], [0.00, -0.05, -0.13], [0.12, -0.07, 0.02], [0.08, -0.04, 0.04], [-0.03, 0.12, 0.10], [0.11, -0.05, -0.07], [0.38, 0.08, -0.22], [-0.16, -0.16, 1.20], [-0.07, -0.28, -0.45], [-0.03, -0.06, -0.08], [-0.15, 0.37, -0.43], [-0.08, 0.04, 0.02], [-0.05, 0.03, 0.08], [-0.01, 0.05, 0.09], [-0.06, 0.05, -0.05], [0.12, 0.03, 0.14], [0.07, -0.09, -0.15], [0.07, -0.03, -0.11], [-0.05, 0.01, -0.17], [-0.13, -0.05, 0.10], [0.01, -0.01, 0.11], [0.03, -0.09, 0.13], [0.15, 0.05, -0.05], [0.08, 0.13, -0.11], [-0.11, 0.01, 0.15], [0.00, -0.08, 0.07], [-0.09, -0.02, 0.02], [0.00, 0.05, -0.04], [0.00, 0.01, -0.01], [0.04, 0.15, 0.27], [0.21, -0.02, -0.14], [0.06, 0.17, 0.37], [0.03, -0.07, -0.08], [-0.77, -1.30, -0.42], [-0.26, -0.11, 0.34], [0.17, 0.14, -0.05], [0.00, 0.00, -0.06], [-0.03, -0.01, 0.04], [0.18, 0.01, -0.04], [-0.21, 0.46, -0.19], [0.42, 0.15, -0.14], [-0.10, 0.15, -0.09], [0.06, -0.02, 0.07], [0.03, 0.01, -0.06], [0.04, 0.21, -0.15], [0.06, -0.10, 0.29], [0.01, -0.03, -0.09], [-0.07, 0.04, -0.02], [-0.04, -0.10, -0.15], [-0.08, -0.03, -0.14], [0.03, -0.08, 0.00], [-0.09, 0.00, 0.07], [-0.10, 0.08, -0.03], [-0.06, -0.02, 0.05], [-0.01, -0.09, 0.04], [-0.07, -0.04, 0.02], [0.00, -0.12, 0.07], [0.11, -0.04, 0.03], [0.04, -0.10, 0.05], [0.01, 0.04, 0.03], [0.16, 0.27, -0.94], [0.00, -0.56, 2.09], [-0.12, 0.48, -2.54], [-0.01, 0.01, -0.08], [0.11, -0.03, 0.01], [-0.03, 0.08, 0.05], [-0.14, -0.01, 0.03], [-0.03, -0.13, 0.06], [-0.48, 0.23, 0.08], [0.29, -0.07, 0.02], [0.12, -0.05, -0.07], [-0.47, 0.23, -0.32], [-0.20, -0.37, 0.16], [-0.32, 0.24, 0.35], [0.12, -0.14, -0.05], [0.01, -0.06, 0.00], [0.19, 0.01, 0.08], [0.10, -0.12, -0.09], [0.08, 0.03, 0.06]]}


Question: Number 2 is which compound?
Answer: C44H43AsBrClCrN3O4Sb